(1)
# C4H12N2O2

2 unconnected molecules or ions with the total composition C4H12N2O2 at a distorted geometry (the ωB97M-V functional and the def2-TZVPD basis, the Open Molecules 2025 dataset).

Each line ends with the Mulliken spin population.
Geometry (Å):
C (-1.090, -0.553, -2.255)  0.00
C (-0.330, 0.708, -1.942)  -0.12
N (0.961, 0.624, -1.578)  0.50
O (-0.847, 1.828, -2.089)  0.52
H (-0.591, -1.412, -1.814)  0.00
H (-1.132, -0.660, -3.334)  -0.01
H (-2.111, -0.452, -1.892)  -0.01
H (1.406, 1.535, -1.384)  -0.02
H (1.270, -0.133, -0.931)  -0.02
C (-0.052, 0.664, 1.880)  0.00
O (-1.268, 0.715, 2.590)  0.00
C (0.141, -0.745, 1.340)  -0.01
N (1.495, -0.885, 0.757)  0.14
H (-0.018, 1.417, 1.089)  0.00
H (0.754, 0.883, 2.589)  0.00
H (-1.872, 1.339, 2.182)  0.00
H (-0.024, -1.457, 2.149)  0.02
H (-0.569, -0.934, 0.545)  0.01
H (1.696, -1.878, 0.635)  0.00
H (2.180, -0.602, 1.464)  0.00

HOMO (alpha / beta) = -14.20 / -14.20 eV
Total energy = -11408.40245 eV
Orbital gap (alpha / beta) = 10.58 / 4.73 eV
Net charge = +1
Relative energy (zero: lowest compared OMol25 entry of this formula, charge and spin) = 50.9 kcal/mol
Spin multiplicity = 2

---

(2)
# C8H11BrO2Si

2 unconnected molecules or ions with the total composition C8H11BrO2Si at a distorted geometry (the ωB97M-V functional and the def2-TZVPD basis, the Open Molecules 2025 dataset).

Each line ends with the natural charge from an NBO analysis.
Geometry (Å):
C (-3.498, -2.056, 0.114)  -0.23
C (-3.215, -0.744, -0.220)  -0.20
C (-2.484, -2.925, 0.482)  -0.20
C (-1.898, -0.294, -0.197)  -0.33
C (-1.165, -2.482, 0.527)  -0.33
C (-0.928, -1.183, 0.178)  0.08
C (2.285, 1.811, 2.333)  -0.24
C (2.437, 1.056, -2.314)  -0.24
O (2.647, 0.652, 1.654)  -0.92
O (2.465, 1.207, -0.929)  -0.92
Si (2.188, 0.105, 0.217)  1.70
Br (3.428, -1.694, -0.039)  -0.35
H (-4.521, -2.404, 0.086)  0.21
H (-4.007, -0.066, -0.499)  0.21
H (-2.711, -3.949, 0.738)  0.21
H (-1.669, 0.726, -0.469)  0.22
H (-0.371, -3.147, 0.825)  0.23
H (2.703, 1.747, 3.338)  0.19
H (1.198, 1.893, 2.398)  0.18
H (2.681, 2.693, 1.826)  0.18
H (1.525, 0.545, -2.629)  0.18
H (3.299, 0.476, -2.652)  0.18
H (2.470, 2.052, -2.756)  0.19

HOMO (alpha / beta) = -8.86 / -7.70 eV
Total energy = -90488.90168 eV
Orbital gap (alpha / beta) = 8.30 / 7.55 eV
Spin multiplicity = 1

---

(3)
# C4H4NOP

A single C4H4NOP molecule at a distorted geometry (the ωB97M-V functional and the def2-TZVPD basis, the Open Molecules 2025 dataset).

Each line ends with the natural charge from an NBO analysis.
Geometry (Å):
C (1.694, 1.239, 0.020)  0.25
C (-0.586, 0.437, -0.173)  -0.01
C (0.737, 0.230, 0.005)  -0.56
C (-1.717, -0.488, -0.009)  -0.67
N (2.512, 2.081, 0.013)  -0.28
O (2.870, -1.336, 0.353)  -0.95
P (1.469, -1.563, 0.012)  1.31
H (-0.915, 1.571, -0.307)  0.21
H (-1.478, -1.387, -0.384)  0.22
H (-2.676, -0.112, -0.526)  0.23
H (-1.909, -0.672, 0.997)  0.24

HOMO = -9.93 eV
Total energy = -17037.30481 eV
Orbital gap = 8.57 eV
Relative energy (zero: lowest compared OMol25 entry of this formula, charge and spin) = 19.8 kcal/mol
Spin multiplicity = 1

---

(4)
# C22H22Cl2N6O2S2TeV

A molecular structure, C22H22Cl2N6O2S2TeV at a distorted geometry (the ωB97M-V functional and the def2-TZVPD basis, the Open Molecules 2025 dataset).

Each line ends with the Mulliken spin population.
Geometry (Å):
V (0.470, -0.549, 0.681)  2.09
C (3.633, -2.542, 4.578)  0.00
S (1.835, -2.656, 4.513)  0.00
C (1.460, -1.488, 3.311)  0.01
S (-0.206, -1.343, 2.825)  -0.08
N (2.399, -0.706, 2.834)  -0.01
N (1.937, 0.081, 1.810)  -0.11
C (2.602, 1.127, 1.480)  0.03
C (2.107, 1.791, 0.274)  0.08
C (2.717, 2.855, -0.353)  0.01
C (2.200, 3.312, -1.558)  0.01
C (1.091, 2.683, -2.096)  0.01
C (0.520, 1.632, -1.404)  0.04
N (0.999, 1.200, -0.231)  -0.06
H (3.954, -3.318, 5.269)  0.00
H (3.938, -1.563, 4.937)  0.00
H (4.044, -2.723, 3.589)  0.00
H (3.488, 1.427, 2.028)  0.00
H (3.601, 3.296, 0.088)  0.00
H (2.669, 4.136, -2.078)  0.00
H (0.670, 2.999, -3.040)  0.00
H (-0.334, 1.097, -1.798)  0.00
N (-6.452, -2.579, 0.866)  0.00
C (-5.475, -2.137, 0.033)  0.00
C (-4.483, -1.237, 0.472)  0.00
N (-3.556, -0.785, -0.345)  0.00
C (-3.567, -1.223, -1.611)  0.00
C (-4.518, -2.131, -2.022)  0.00
N (-5.473, -2.589, -1.214)  0.00
H (-6.526, -2.248, 1.809)  0.00
H (-7.153, -3.202, 0.508)  0.00
H (-4.456, -0.893, 1.501)  0.00
H (-2.805, -0.848, -2.281)  0.00
H (-4.520, -2.511, -3.037)  0.00
Cl (1.125, -1.490, -3.366)  0.00
C (1.528, -2.229, -1.832)  0.00
Cl (2.878, -1.332, -1.021)  0.01
C (0.417, -2.088, -0.774)  0.01
O (0.629, -2.592, 0.359)  0.02
O (-0.515, -1.240, -0.956)  0.01
H (1.839, -3.254, -1.992)  0.00
C (-2.386, 2.335, 0.052)  0.00
Te (-1.784, 0.688, 1.280)  -0.10
C (-0.964, 2.330, 2.409)  0.02
C (-2.025, 3.390, 2.261)  0.00
C (-2.313, 4.330, 3.240)  0.00
C (-3.323, 5.261, 3.036)  0.00
C (-4.067, 5.237, 1.863)  0.00
C (-3.788, 4.293, 0.883)  0.00
C (-2.761, 3.380, 1.074)  0.00
H (-3.208, 2.062, -0.605)  0.00
H (-1.538, 2.671, -0.543)  0.00
H (-0.022, 2.645, 1.956)  0.00
H (-0.784, 2.057, 3.445)  0.00
H (-1.751, 4.333, 4.167)  0.00
H (-3.540, 5.996, 3.800)  0.00
H (-4.868, 5.948, 1.713)  0.00
H (-4.377, 4.262, -0.027)  0.00

HOMO (alpha / beta) = -10.81 / -10.81 eV
Total energy = -115898.18025 eV
Orbital gap (alpha / beta) = 6.78 / 6.43 eV
Net charge = +1
Relative energy (zero: lowest compared OMol25 entry of this formula, charge and spin) = 38.8 kcal/mol
Spin multiplicity = 3

---

(5)
# C2H6N4S

2 unconnected molecules or ions with the total composition C2H6N4S at a distorted geometry (the ωB97M-V functional and the def2-TZVPD basis, the Open Molecules 2025 dataset).

Each line ends with the natural charge from an NBO analysis.
Geometry (Å):
C (-0.886, -0.192, 0.144)  0.12
C (1.481, 1.643, 0.325)  -0.49
N (-0.587, -0.904, 1.203)  -0.25
N (0.133, -1.876, 0.814)  -0.09
N (-0.384, -0.759, -1.068)  -0.45
N (0.313, -1.853, -0.603)  -0.30
S (-1.870, 1.223, -0.073)  0.04
H (1.304, 1.134, 1.300)  0.16
H (0.786, 2.391, 0.094)  0.16
H (1.991, 1.055, -0.339)  0.16
H (-1.076, -0.734, -1.810)  0.39
H (0.336, -2.739, -1.137)  0.40
H (-1.540, 1.611, 1.150)  0.16

HOMO (alpha / beta) = -8.68 / -6.71 eV
Total energy = -18960.73735 eV
Orbital gap (alpha / beta) = 9.11 / 6.97 eV
Relative energy (zero: lowest compared OMol25 entry of this formula, charge and spin) = 145.5 kcal/mol
Spin multiplicity = 1

---

> Which formula does entry 3 have?

C4H4NOP

---

> total energy of number 3 (C4H4NOP)?

-17037.30481 eV

---

Copy entry 1 word for word.
# C4H12N2O2

2 unconnected molecules or ions with the total composition C4H12N2O2 at a distorted geometry (the ωB97M-V functional and the def2-TZVPD basis, the Open Molecules 2025 dataset).

Each line ends with the Mulliken spin population.
Geometry (Å):
C (-1.090, -0.553, -2.255)  0.00
C (-0.330, 0.708, -1.942)  -0.12
N (0.961, 0.624, -1.578)  0.50
O (-0.847, 1.828, -2.089)  0.52
H (-0.591, -1.412, -1.814)  0.00
H (-1.132, -0.660, -3.334)  -0.01
H (-2.111, -0.452, -1.892)  -0.01
H (1.406, 1.535, -1.384)  -0.02
H (1.270, -0.133, -0.931)  -0.02
C (-0.052, 0.664, 1.880)  0.00
O (-1.268, 0.715, 2.590)  0.00
C (0.141, -0.745, 1.340)  -0.01
N (1.495, -0.885, 0.757)  0.14
H (-0.018, 1.417, 1.089)  0.00
H (0.754, 0.883, 2.589)  0.00
H (-1.872, 1.339, 2.182)  0.00
H (-0.024, -1.457, 2.149)  0.02
H (-0.569, -0.934, 0.545)  0.01
H (1.696, -1.878, 0.635)  0.00
H (2.180, -0.602, 1.464)  0.00

HOMO (alpha / beta) = -14.20 / -14.20 eV
Total energy = -11408.40245 eV
Orbital gap (alpha / beta) = 10.58 / 4.73 eV
Net charge = +1
Relative energy (zero: lowest compared OMol25 entry of this formula, charge and spin) = 50.9 kcal/mol
Spin multiplicity = 2

---

> Which formula does entry 4 have?

C22H22Cl2N6O2S2TeV